--- w ---
An isolated ion of composition C4H13N2S and charge +1. Source: the Open Molecules 2025 dataset; level of theory: ωB97M-V with the def2-TZVPD basis set.

Element x y z (Å)
N1 -0.1609 1.1753 1.5548
C1 -0.1932 -0.0548 0.6629
C2 -1.1435 0.1695 -0.5195
C3 -1.3990 -1.0079 -1.4641
S1 -1.1600 -0.6837 -3.2527
C4 1.2385 -0.2531 0.1593
N2 2.1431 -0.1724 1.3424
H1 -0.4158 0.9936 2.5279
H2 0.8426 1.4042 1.6594
H3 -0.6725 1.9627 1.1549
H4 -0.5800 -0.8367 1.3102
H5 -2.1163 0.5821 -0.2478
H6 -0.6423 0.9704 -1.0842
H7 -0.7310 -1.8436 -1.2585
H8 -2.4366 -1.2948 -1.3339
H9 -0.7563 0.5773 -3.1061
H10 1.5233 0.4861 -0.5819
H11 1.3083 -1.2451 -0.2752
H12 3.0448 0.1626 1.0254
H13 2.3069 -1.0918 1.7267

Properties
* frontier orbital gap: 8.9 eV
* charge: +1
* HOMO energy: -0.450 Eh
* SMILES string: NC[C@@H]([NH3+])CCS

---

--- x ---
An isolated ion of composition C4H13N2S and charge +1. Source: the Open Molecules 2025 dataset; level of theory: ωB97M-V with the def2-TZVPD basis set.

Element x y z (Å)
N1 -0.5694 1.8559 0.3028
C1 0.1932 0.5688 0.0143
C2 -0.8160 -0.5892 -0.2050
S1 -2.3802 -0.2197 -1.0885
C3 1.0899 0.1260 1.2263
N2 1.7495 -1.1002 0.8929
C4 2.9490 -0.8938 0.0240
H1 -1.5599 1.5934 0.0872
H2 -0.4443 2.1650 1.2714
H3 -0.3302 2.6416 -0.3007
H4 0.8573 0.6823 -0.8314
H5 -1.1058 -1.0591 0.7335
H6 -0.2329 -1.2971 -0.7891
H7 -1.8703 -0.2570 -2.3282
H8 0.3508 -0.0248 2.0163
H9 1.8077 0.9445 1.4039
H10 1.9973 -1.6338 1.7108
H11 3.3401 -1.8849 -0.1607
H12 2.6368 -0.3182 -0.8378
H13 3.6626 -0.2485 0.5419

Properties
* frontier orbital gap: 9.5 eV
* charge: +1
* HOMO energy: -0.472 Eh
* SMILES string: CNC[C@H]([NH3+])CS

---

w (7.5 kcal/mol below the next structure)

---

--- w ---
An isolated ion of composition C4H13N2S and charge +1. Source: the Open Molecules 2025 dataset; level of theory: ωB97M-V with the def2-TZVPD basis set.

Element x y z (Å)
N1 -0.5280 0.9680 1.8328
C1 -0.6276 0.6031 0.3452
C2 -1.6480 -0.5203 0.0831
S1 -2.8712 -0.7816 1.3846
C3 0.7981 0.0504 0.0866
N2 0.8628 -0.2828 -1.3058
C4 1.9597 -0.1336 -2.2811
H1 -0.4519 1.9808 1.9221
H2 -1.4093 0.7767 2.3433
H3 0.1776 0.4281 2.3284
H4 -0.6705 1.5241 -0.2170
H5 -1.1098 -1.4618 0.0403
H6 -2.2086 -0.3874 -0.8321
H7 -2.1423 -1.5063 2.2558
H8 1.1163 -0.6978 0.8305
H9 1.5302 0.8602 0.2146
H10 0.5349 -1.2267 -1.4665
H11 2.9349 -0.2809 -1.8116
H12 1.7813 -0.8058 -3.1048
H13 1.9713 0.8936 -2.6485

Properties
* frontier orbital gap: 9.2 eV
* charge: +1
* HOMO energy: -0.464 Eh
* SMILES string: CNC[C@H]([NH3+])CS

---

--- x ---
An isolated ion of composition C4H13N2S and charge +1. Source: the Open Molecules 2025 dataset; level of theory: ωB97M-V with the def2-TZVPD basis set.

Element x y z (Å)
C1 -0.0655 -1.1302 -0.4641
N1 -0.7264 0.1023 -0.0850
C2 0.0711 1.3427 -0.1414
C3 0.4364 1.7249 -1.5959
S1 1.2113 3.3489 -1.6867
C4 0.2412 -1.9555 0.7865
N2 -0.7974 -1.5819 1.8312
H1 0.8675 -0.9573 -0.9991
H2 -0.6633 -1.6938 -1.1777
H3 -1.5881 0.2781 -0.5664
H4 0.9306 1.1904 0.5137
H5 -0.4600 2.2102 0.2547
H6 1.1044 0.9626 -1.9967
H7 -0.5048 1.7011 -2.1416
H8 1.6435 3.4439 -0.4177
H9 1.1746 -1.5774 1.2034
H10 0.2429 -3.0325 0.6858
H11 -0.4515 -1.5387 2.7886
H12 -1.5857 -2.2277 1.7724
H13 -1.0809 -0.6101 1.4359

Properties
* frontier orbital gap: 8.7 eV
* charge: +1
* HOMO energy: -0.442 Eh
* SMILES string: [NH3+]CCNCCS

---

x (16.2 kcal/mol below the next structure)

---

--- w ---
A 3-piece molecular cluster, C2H2ClNO3 overall. Source: the Open Molecules 2025 dataset; level of theory: ωB97M-V with the def2-TZVPD basis set.

Element x y z (Å)
C1 0.4195 2.0120 0.0302
C2 0.0457 0.6286 -0.0767
N1 1.7884 -2.5012 -0.2169
O1 0.7950 3.0043 0.6144
O2 2.9158 -2.8603 0.1652
O3 -0.0185 1.5994 -1.1794
Cl1 -16.0610 -1.0657 0.4874
H1 -0.9317 0.2966 0.2578
H2 0.7781 -0.1657 -0.2108

Properties
* frontier orbital gap (alpha / beta): 3.9 / 3.9 eV
* charge: -2
* HOMO energy (alpha / beta): 0.016 / 0.015 Eh

---

--- x ---
A 2-piece molecular cluster, C2H2ClNO3 overall. Source: the Open Molecules 2025 dataset; level of theory: ωB97M-V with the def2-TZVPD basis set.

Element x y z (Å)
C1 -1.0025 0.0093 1.8668
C2 -0.0476 0.6432 0.8229
N1 0.7939 1.4671 1.2658
O1 -0.5835 0.0128 3.0089
O2 1.5382 2.2676 0.6983
O3 -2.0766 -0.4939 1.4548
Cl1 0.8367 -6.0536 -11.3072
H1 -0.1196 0.7141 -0.1995
H2 0.6610 1.4334 2.3892

Properties
* frontier orbital gap: 7.8 eV
* charge: -2
* HOMO energy: -0.086 Eh

---

x (74.0 kcal/mol below the next structure)